Here is a molecular structure, C12H20F3N6O5PdS2 from the Open Molecules 2025 dataset. Energies are from ωB97M-V/def2-TZVPD.

XYZ file:
```
49
Properties=species:S:1:pos:R:3:forces:R:3
Pd 1.05742 0.63786 -0.19098 0.06 -0.20 0.10
F 1.25643 2.01463 3.05656 -0.02 -0.02 0.02
C 0.44924 1.08642 3.55747 0.03 -0.02 0.01
F 1.03967 0.49710 4.59088 0.00 0.01 -0.01
F -0.68073 1.65469 3.96161 0.00 0.00 -0.01
S 0.08538 -0.16751 2.26163 -0.13 0.10 0.03
O -0.84189 -1.08804 2.84339 0.02 0.01 0.00
O -0.49282 0.66290 1.15810 -0.06 0.00 0.00
O 1.37756 -0.66085 1.81660 0.13 -0.04 -0.10
C -2.12222 -3.22015 -2.22077 -0.02 0.02 0.00
C -1.00530 -2.26354 -1.72973 0.00 -0.03 0.01
N -1.14955 -2.01496 -0.30591 0.02 0.03 0.03
C -1.12046 -3.26485 0.44094 0.01 0.02 0.03
C -2.34122 -4.13821 0.06250 0.00 -0.02 -0.02
N -3.05492 -3.43594 -1.06212 -0.01 0.01 0.02
C -3.59609 -2.11547 -0.58106 0.00 -0.02 0.00
C -2.39373 -1.29945 -0.04682 0.00 -0.03 0.00
H -1.75069 -4.20017 -2.51580 0.01 0.00 0.00
H -2.71397 -2.80635 -3.03569 0.01 -0.01 0.00
H -1.05390 -1.30697 -2.24946 0.00 0.00 -0.01
H -0.02747 -2.70514 -1.92059 0.00 0.01 0.00
H -1.12874 -3.03320 1.50395 0.00 -0.02 0.00
H -0.19096 -3.78754 0.21793 0.00 0.00 -0.02
H -3.06009 -4.24220 0.87343 0.01 0.01 0.01
H -2.06884 -5.12913 -0.29723 0.00 0.00 0.00
H -3.83120 -4.01707 -1.36931 0.00 0.00 0.00
H -4.33669 -2.33598 0.18568 0.00 0.02 0.00
H -4.09433 -1.64819 -1.42914 0.01 0.00 -0.01
H -2.48234 -1.13740 1.02452 -0.01 0.00 0.00
H -2.34429 -0.32473 -0.52841 -0.01 0.00 0.00
O -0.58704 3.44383 -0.44143 0.01 -0.02 -0.01
S -0.84339 2.54717 -1.54685 -0.02 0.06 -0.03
N -0.13574 1.22529 -1.62752 -0.03 0.06 -0.07
C 6.17720 0.89757 -0.14588 -0.02 0.00 0.00
N 5.05803 0.72121 -1.07225 0.03 -0.01 -0.02
C 5.23161 0.53958 -2.39924 -0.03 0.00 -0.01
C 4.18795 0.38123 -3.24174 0.02 0.00 0.01
C 2.87471 0.41888 -2.68861 0.01 0.00 0.00
N 2.70845 0.58606 -1.37778 -0.01 0.04 -0.01
C 3.78244 0.74667 -0.52338 -0.03 0.00 0.04
O 3.60408 0.90015 0.66656 0.04 0.03 0.01
N 1.80188 0.27174 -3.46707 -0.01 -0.03 -0.01
H 7.10323 0.85829 -0.71231 0.00 0.00 0.00
H 6.16160 0.10897 0.60250 0.00 0.00 0.00
H 6.08776 1.85641 0.35878 0.00 0.00 0.00
H 6.25490 0.53285 -2.74850 0.01 0.00 0.01
H 4.34192 0.24592 -4.30016 -0.01 0.00 0.00
H 1.92464 0.25401 -4.46381 0.00 0.01 0.00
H 0.88811 0.49550 -3.07687 0.00 0.01 0.01
```
Positions in Å, forces in eV/Å.

Total charge: +1
Relative energy (zero: lowest compared OMol25 entry of this formula, charge and spin), kcal per mole: 13.3
Gap between HOMO and LUMO, eV: 9.027

Here is a molecular structure, C12H20F6PtSb4Se4 in a non-equilibrium geometry from the Open Molecules 2025 dataset. Energies are from ωB97M-V/def2-TZVPD.

XYZ file:
```
47
Properties=species:S:1:pos:R:3:forces:R:3
Pt -0.08165 -0.18098 0.08126 -1.04 -1.56 -0.78
Se 4.59348 0.67912 1.73873 -0.32 0.62 -0.49
Sb 2.77069 1.63589 0.47807 -0.46 -1.85 0.75
Se 1.92418 -0.31635 -1.11629 0.78 0.65 -0.23
Se 0.23271 1.99627 0.81156 0.73 2.05 -0.25
Se 3.43389 3.51492 -0.89819 0.39 0.73 -0.48
C -4.57873 0.01640 0.95808 -0.12 -0.15 -0.05
Sb -2.67793 0.15603 0.05707 0.15 0.53 0.30
C -2.91043 1.87562 -1.24128 -0.17 -0.23 0.06
C -3.09665 -1.30401 -1.62935 0.13 0.31 0.17
C -3.41073 -2.65351 -1.15169 -0.06 -0.27 -0.02
C -4.71683 -2.93152 -0.72881 -0.02 -0.02 -0.03
C -5.06920 -4.15116 -0.19158 -0.06 -0.04 0.04
C -4.11681 -5.15977 -0.07531 0.02 -0.01 -0.01
C -2.83252 -4.92157 -0.51294 0.00 0.02 -0.05
C -2.45155 -3.68521 -1.05345 -0.24 -0.02 0.03
C -1.04577 -3.49170 -1.40807 0.01 0.12 0.17
Sb 0.01967 -2.75718 0.45883 0.84 0.20 1.23
C 1.87953 -3.73955 0.04562 -0.19 -0.02 -0.15
C -0.64567 -4.06460 1.98547 -0.19 -0.09 -0.27
H -5.33771 0.21586 0.19930 -0.02 -0.04 0.01
H -4.62874 0.76771 1.73994 0.08 0.02 -0.02
H -4.70711 -0.97848 1.37627 0.00 -0.01 -0.02
H -3.89462 1.83752 -1.71446 0.00 0.01 -0.01
H -2.14151 1.88377 -2.01313 0.03 -0.08 0.04
H -2.83245 2.77931 -0.64108 0.03 -0.05 0.07
H -2.26009 -1.22212 -2.31894 0.02 -0.03 0.02
H -3.97227 -0.81300 -2.05876 0.00 0.00 -0.04
H -5.46541 -2.15310 -0.81832 0.00 0.01 0.00
H -6.08346 -4.32814 0.14398 -0.01 0.04 -0.02
H -4.38286 -6.11732 0.35357 0.01 -0.01 -0.02
H -2.07989 -5.69948 -0.43961 -0.02 -0.02 0.03
H -0.84402 -2.76777 -2.19168 0.05 0.05 0.07
H -0.52068 -4.42783 -1.59936 0.05 0.00 0.03
H 1.69266 -4.81452 0.09215 0.04 -0.01 -0.03
H 2.59646 -3.45736 0.81262 -0.07 0.09 0.03
H 2.27431 -3.48264 -0.93638 -0.03 0.02 0.00
H -0.26756 -5.06568 1.77340 -0.01 0.00 0.03
H -1.72995 -4.06097 2.03350 0.00 0.02 -0.01
H -0.22051 -3.69105 2.91332 0.05 0.08 -0.07
F 1.10154 -1.72663 2.05972 -0.61 -0.51 -0.37
Sb -0.27480 0.33605 3.22156 1.96 0.94 2.11
F -0.52403 2.14555 3.90392 -0.29 -0.46 -0.27
F -2.37250 1.57983 1.64921 0.04 -0.65 -0.48
F -2.18053 -1.74170 1.34424 0.00 0.39 -0.27
F 1.65964 0.84412 3.13034 -1.02 -0.48 -0.14
F 0.19130 -0.10841 5.09080 -0.48 -0.28 -0.63
```
Positions in Å, forces in eV/Å.

Multiplicity: 4
Total charge: -1
Relative energy (zero: lowest compared OMol25 entry of this formula, charge and spin), kcal per mole: 71.4
Gap between HOMO and LUMO (alpha / beta), eV: 6.437 / 4.859

Here is a molecular structure, C12H20IrN3O2S3 in a non-equilibrium geometry from the Open Molecules 2025 dataset. Energies are from ωB97M-V/def2-TZVPD.

XYZ file:
```
41
Properties=species:S:1:pos:R:3:forces:R:3
Ir -0.27883 0.05458 -0.46038 1.30 -0.16 3.91
C -3.34887 -1.64745 -2.44352 -0.15 0.45 0.27
C -3.33858 -2.19829 -1.01778 0.23 -0.15 -0.38
S -2.08692 -1.59970 0.19298 1.05 1.28 -0.76
C -2.99317 -0.48556 1.31590 0.21 0.02 -0.01
C -3.48051 0.77234 0.65233 -0.18 0.10 -0.03
S -2.09955 1.77798 -0.01350 1.17 -1.63 -1.02
C -2.71300 2.23348 -1.67175 0.25 -0.07 -0.24
C -2.65628 1.10118 -2.69952 -0.27 -0.04 0.02
S -4.10600 -0.00828 -2.65262 0.20 -0.10 0.01
H -3.98655 -2.31151 -3.02834 0.08 -0.11 0.00
H -2.35840 -1.66041 -2.89544 0.00 -0.08 -0.05
H -3.11059 -3.26567 -1.06887 0.01 -0.01 0.14
H -4.30845 -2.08316 -0.53312 0.03 0.10 0.09
H -2.28753 -0.28282 2.12270 -0.04 -0.07 0.05
H -3.83021 -1.04682 1.73663 0.03 -0.10 -0.05
H -4.00867 1.40136 1.37349 0.14 0.09 0.01
H -4.14943 0.55987 -0.17665 -0.04 -0.02 -0.08
H -2.07534 3.06154 -1.98407 0.04 0.04 0.10
H -3.72162 2.63154 -1.54272 -0.01 -0.02 0.12
H -1.74933 0.50551 -2.55830 -0.19 0.13 -0.15
H -2.62647 1.53426 -3.69940 0.04 0.14 0.05
O 0.10442 0.12182 1.73381 -1.78 0.06 -0.79
N 1.23385 0.12872 2.24799 0.24 0.02 -0.31
N 2.19663 0.09893 1.38595 0.50 0.00 0.25
O 1.95430 0.05875 0.09868 -1.16 0.03 -1.05
C 3.51917 0.11094 1.87887 0.00 0.02 -0.74
C 3.77666 0.12621 3.23337 1.09 0.03 1.47
C 5.10821 0.14169 3.65731 -1.33 -0.01 0.07
C 6.18658 0.16209 2.72129 0.04 -0.04 0.68
C 5.92171 0.12057 1.37426 -1.28 -0.04 -1.46
C 4.59699 0.10377 0.93554 1.19 0.01 -0.22
H 2.96583 0.12572 3.94761 0.12 -0.02 0.08
H 5.33213 0.13296 4.71826 -0.06 0.04 -0.06
H 7.21121 0.20491 3.06804 -0.01 -0.01 0.13
H 6.73311 0.10584 0.65938 -0.08 0.04 -0.07
H 4.37331 0.09512 -0.12268 0.02 -0.02 0.07
N 0.84488 -0.18827 -2.39394 -1.18 0.06 -0.15
H 0.63422 -1.02685 -2.93161 -0.09 0.03 -0.09
H 1.82518 -0.26877 -2.12444 -0.04 0.02 0.24
H 0.79593 0.60189 -3.03573 -0.11 -0.02 -0.06
```
Positions in Å, forces in eV/Å.

Multiplicity: 2
Total charge: +3
Relative energy (zero: lowest compared OMol25 entry of this formula, charge and spin), kcal per mole: 123.2
Gap between HOMO and LUMO (alpha / beta), eV: 5.149 / 4.117

Here is a single C12H20N2 molecule from the Open Molecules 2025 dataset. Energies are from ωB97M-V/def2-TZVPD.

XYZ file:
```
34
Properties=species:S:1:pos:R:3:forces:R:3
C -0.28833 -1.80137 -0.06875 0.37 -0.20 0.13
C 0.83468 -1.89287 0.34291 -0.43 0.08 -0.22
C 2.22434 -1.89132 0.78802 0.45 -0.06 0.20
N 2.95001 -0.67637 0.47244 0.10 0.05 0.05
C 2.42076 0.53202 1.07498 0.00 0.17 0.13
C 3.24402 1.62672 0.40282 -0.08 -0.03 0.11
C 3.46177 1.09302 -1.02272 0.02 -0.04 -0.04
C 3.06635 -0.38959 -0.94815 0.05 -0.14 -0.28
C -1.65453 -1.71031 -0.55307 -0.32 0.02 -0.07
N -2.39507 -0.68950 0.15679 -0.12 -0.07 -0.05
C -3.79642 -0.61513 -0.20224 -0.20 -0.03 0.04
C -4.22741 0.70291 0.42647 -0.03 -0.08 -0.10
C -3.03567 1.61582 0.12485 -0.01 -0.04 0.02
C -1.84134 0.65316 0.02914 0.36 0.22 0.13
H 2.25362 -2.02684 1.87478 0.06 -0.11 -0.12
H 2.75246 -2.73024 0.32075 -0.05 0.02 0.17
H 1.34713 0.66525 0.85788 0.04 -0.01 0.01
H 2.55668 0.50080 2.15795 -0.08 0.02 0.01
H 2.73636 2.58941 0.41541 0.03 0.05 0.04
H 4.19955 1.73134 0.91548 -0.01 0.04 0.03
H 2.83626 1.62023 -1.74221 0.04 0.00 -0.03
H 4.49953 1.21144 -1.32944 -0.01 0.04 -0.05
H 2.11092 -0.55803 -1.47172 0.07 0.01 0.04
H 3.81872 -1.04820 -1.38943 -0.08 0.00 -0.07
H -1.62959 -1.51963 -1.64757 -0.09 -0.05 0.17
H -2.15648 -2.67028 -0.38689 0.05 0.07 -0.13
H -3.94849 -0.58818 -1.29775 0.00 0.00 0.03
H -4.33181 -1.47791 0.20024 -0.03 0.00 -0.09
H -5.16300 1.08002 0.01770 -0.05 0.00 0.04
H -4.33735 0.57023 1.50237 -0.06 -0.02 0.02
H -3.18479 2.12887 -0.82602 0.01 0.02 0.03
H -2.89271 2.36951 0.89670 0.00 0.06 -0.04
H -1.31064 0.78407 -0.92752 -0.01 -0.03 0.04
H -1.11953 0.81096 0.83580 0.04 0.07 -0.17
```
Positions in Å, forces in eV/Å.

Total charge: 0
Relative energy (zero: lowest compared OMol25 entry of this formula, charge and spin), kcal per mole: 60.7
SMILES: C(#CCN1CCCC1)CN1CCCC1
Gap between HOMO and LUMO, eV: 9.512

Here is a single C12H20N4O molecule in a non-equilibrium geometry from the Open Molecules 2025 dataset. Energies are from ωB97M-V/def2-TZVPD.

XYZ file:
```
37
Properties=species:S:1:pos:R:3:forces:R:3
C 4.62528 -2.45942 1.00168 0.12 -0.16 -0.19
C 4.54307 -1.43946 -0.13180 -0.13 0.06 0.30
C 3.93410 -0.11403 0.32581 0.14 -0.03 -0.19
C 3.53962 0.79978 -0.83613 -0.16 0.03 0.37
C 2.52655 1.88184 -0.45495 -0.03 -0.04 -0.14
C 1.19074 1.32624 0.07758 0.10 0.25 -0.20
C 0.01819 1.83938 -0.75003 -0.11 -0.29 0.09
C -1.33069 1.37674 -0.28619 -0.19 -0.01 0.10
N -1.44114 0.67974 0.84097 0.20 0.09 -0.01
N -2.63824 0.30938 1.22346 -0.15 -0.14 0.01
C -3.66980 0.62478 0.44779 0.16 0.12 -0.03
C -5.02748 0.15976 0.85948 0.08 -0.43 0.19
C -5.31017 -1.23221 0.30855 -1.12 1.97 -0.09
C -6.49557 -1.40404 -0.69991 2.42 -3.04 0.14
O -6.33670 -1.96218 0.77076 0.15 -0.56 -0.49
N -3.55939 1.30648 -0.70004 -0.19 0.00 0.09
N -2.37646 1.69981 -1.06196 0.19 0.03 -0.12
H 3.64239 -2.87926 1.22154 -0.03 0.12 0.12
H 5.03361 -2.01782 1.91222 -0.02 0.01 0.01
H 5.26642 -3.29703 0.72179 0.02 -0.01 0.04
H 3.91453 -1.84913 -0.92732 0.17 -0.02 -0.12
H 5.54384 -1.25968 -0.53225 -0.07 -0.02 -0.16
H 4.67112 0.40628 0.94539 -0.16 0.00 0.19
H 3.06269 -0.33213 0.94972 0.02 0.05 0.04
H 4.43811 1.29247 -1.21505 -0.03 -0.15 -0.25
H 3.09856 0.19030 -1.63225 0.12 0.04 -0.08
H 2.31870 2.46838 -1.35447 0.09 0.11 0.04
H 2.97542 2.56817 0.26694 -0.03 -0.01 0.03
H 1.19982 0.23600 0.01621 -0.07 0.00 0.18
H 1.04639 1.60564 1.12050 -0.01 -0.19 0.04
H 0.00013 2.93168 -0.78035 0.04 0.00 -0.07
H 0.11696 1.48419 -1.77970 0.05 0.21 -0.07
H -5.06334 0.07536 1.94645 -0.02 0.23 0.03
H -5.78181 0.82896 0.46187 -0.04 0.12 0.27
H -4.43363 -1.83120 0.04950 0.12 0.22 -0.13
H -7.38951 -1.94076 -1.00010 -1.21 1.90 0.13
H -5.85228 -2.07299 -1.32572 -0.41 -0.49 -0.03
```
Positions in Å, forces in eV/Å.

Total charge: 0
Relative energy (zero: lowest compared OMol25 entry of this formula, charge and spin), kcal per mole: 12.7
SMILES: CCCCCCCc1nnc(C[C@@H]2CO2)nn1
Gap between HOMO and LUMO, eV: 8.600

Here is a gas-phase ion, C12H20NO (charge +1) from the Open Molecules 2025 dataset. Energies are from ωB97M-V/def2-TZVPD.

XYZ file:
```
34
Properties=species:S:1:pos:R:3:forces:R:3
C -1.29508 -2.49215 -2.54843 0.11 -0.11 0.07
C 0.16688 -2.23375 -2.15056 -0.13 -0.04 0.01
C 0.34828 -0.95078 -1.34323 -0.08 0.02 0.00
C -0.13653 -1.13772 0.10646 0.00 -0.06 -0.08
C 0.83994 -1.95812 0.97731 0.03 0.14 -0.10
C -0.62462 0.13524 0.75187 0.45 0.32 -0.08
C -1.95569 0.24955 1.08386 -0.27 0.12 0.19
C -2.45505 1.39994 1.67253 0.03 -0.13 -0.05
C -1.60105 2.45143 1.94758 -0.44 0.01 0.15
C -0.28163 2.31835 1.62481 0.39 -0.21 -0.27
O 0.59893 3.31663 1.80731 0.16 0.03 0.06
N 0.19607 1.20040 1.01114 -0.29 -0.13 0.03
C 1.62622 1.21709 0.61525 0.17 -0.05 -0.04
C 1.90084 2.12646 -0.57093 -0.01 0.01 -0.04
H -1.45032 -2.30654 -3.60706 -0.07 0.09 -0.07
H -1.59166 -3.52074 -2.35647 -0.01 -0.06 -0.02
H -1.98440 -1.85374 -1.99530 -0.07 0.06 0.02
H 0.78289 -2.17223 -3.04415 0.08 -0.03 -0.05
H 0.54723 -3.07555 -1.57118 0.11 -0.03 0.01
H 1.39451 -0.64951 -1.35344 0.08 -0.01 -0.03
H -0.22344 -0.14967 -1.81835 0.00 0.05 -0.06
H -1.05036 -1.72581 0.02981 -0.05 -0.02 0.02
H 0.55586 -3.00530 0.95853 -0.02 -0.08 0.06
H 1.86177 -1.90524 0.60594 0.08 0.06 -0.03
H 0.84243 -1.62752 2.01376 -0.04 -0.04 0.10
H -2.60792 -0.58487 0.87995 -0.04 -0.03 -0.02
H -3.50586 1.46234 1.91431 -0.05 0.07 0.03
H -1.93058 3.37442 2.39900 -0.03 0.01 0.02
H 0.95995 3.32398 2.70368 -0.07 0.11 0.06
H 2.20745 1.50930 1.48365 -0.04 0.07 0.07
H 1.89791 0.20226 0.37766 0.04 -0.17 0.08
H 1.61781 1.65009 -1.50510 -0.07 -0.03 -0.07
H 2.96761 2.33550 -0.60768 0.05 -0.01 -0.04
H 1.38159 3.07626 -0.49251 0.00 0.06 0.05
```
Positions in Å, forces in eV/Å.

Total charge: +1
Relative energy (zero: lowest compared OMol25 entry of this formula, charge and spin), kcal per mole: 0.0
SMILES: CCC[C@@H](C)c1cccc(O)[n+]1CC
Gap between HOMO and LUMO, eV: 9.937

- The highest relative energy (zero: lowest compared OMol25 entry of this formula, charge and spin) belongs to which entry?
  C12H20IrN3O2S3